{
  "formula": "C6H10S",
  "method": "ωB97M-V with the def2-TZVPD basis set",
  "gap_ha": 0.34281,
  "charge": 0,
  "relative_energy_ev": 5.304,
  "e_tot_ev": -17214.319,
  "lumo_ev": 0.92,
  "fmax_ev_per_a": 8.3,
  "species": ["C", "C", "C", "C", "C", "C", "S", "H", "H", "H", "H", "H", "H", "H", "H", "H", "H"],
  "positions_angstrom": [[-1.51107, 0.92462, 0.08410], [-2.10479, 2.10904, 0.04082], [0.23233, 0.61677, 0.17566], [0.57824, -1.85144, -0.05999], [-0.91358, -1.91073, 0.44259], [1.15725, -0.49122, 0.09124], [-2.16552, -0.66240, -0.30784], [-3.13680, 2.23675, 0.10138], [-1.67760, 3.02493, -0.04711], [3.61495, 2.10921, -1.62740], [0.80472, 1.48419, 0.30447], [1.04655, -2.48371, 0.61864], [0.50137, -2.12484, -1.04184], [-1.27781, -2.84129, 0.32760], [-0.77363, -1.90539, 1.56895], [2.11942, -0.13358, 0.10714], [3.50598, 1.89909, -0.77841]],
  "forces_ev_per_a": [[4.9738, -2.4120, -0.2510], [0.0135, -2.3701, 0.3426], [0.0267, -1.8641, -0.4232], [-2.2680, 1.9712, 1.6016], [2.1719, 3.9695, 1.9301], [-7.5294, 3.5424, 0.0215], [0.2511, -1.1174, 1.0330], [-1.8543, -0.5394, -0.2295], [2.1194, 2.2873, 0.1164], [-0.4239, -0.8127, 3.2554], [0.2176, 1.7540, 0.1489], [1.2626, -1.7935, 0.5295], [0.7433, -1.2245, -2.6378], [-1.6404, -3.0849, -1.2428], [-0.8689, 0.9429, -1.0049], [2.3780, -0.0682, 0.0605], [0.4273, 0.8195, -3.2504]]
}

***

{
  "formula": "C6H14S",
  "method": "ωB97M-V with the def2-TZVPD basis set",
  "gap_ha": 0.28899,
  "charge": 0,
  "relative_energy_ev": 7.518,
  "e_tot_ev": -17275.930,
  "lumo_ev": 0.40,
  "fmax_ev_per_a": 4.9,
  "species": ["C", "C", "C", "C", "C", "C", "S", "H", "H", "H", "H", "H", "H", "H", "H", "H", "H", "H", "H", "H", "H"],
  "positions_angstrom": [[1.65392, -0.72690, 1.18730], [-0.04654, 1.36085, 0.32422], [-0.68221, 1.94042, -0.88818], [-1.95953, -0.90518, 0.56701], [1.53729, -1.10397, -1.36942], [-1.37742, 0.17577, 1.36149], [1.21370, 0.20487, -0.04539], [2.53075, -1.27907, 0.86256], [1.87688, -0.09957, 2.04210], [0.12113, 2.38975, -1.60976], [-1.45737, 2.64538, -0.72278], [-1.16723, 1.12096, -1.55760], [-2.71957, -0.45338, -0.22315], [-2.47536, -1.65170, 1.25959], [-1.16805, -1.30442, 0.02273], [2.41393, -1.71296, -1.05848], [0.68277, -1.82183, -1.22887], [1.88646, -0.71131, -2.27785], [-2.05165, 0.88329, 1.66531], [-0.94949, -0.12901, 2.22306], [2.13756, 1.17802, -0.53390]],
  "forces_ev_per_a": [[1.0265, -0.1706, 1.5015], [-1.5081, -3.5996, 2.1802], [1.0918, -1.7155, -3.2609], [-3.2380, 0.6727, -0.8032], [-0.2976, -1.4580, 2.2485], [2.1280, 2.6814, -3.5477], [0.4766, 1.8678, -1.5892], [-0.1869, -0.2317, 0.3359], [-0.3572, -0.1857, 0.4445], [-1.2902, -0.3961, 1.3055], [-0.4146, 0.8375, 0.5104], [0.4899, 1.2051, 0.9200], [1.3133, -1.1727, 1.6266], [0.5928, 0.7447, -1.2202], [1.0261, -1.5828, -0.9571], [-0.4779, 0.6091, 0.3597], [0.6313, 0.9385, -1.1099], [-0.7482, 0.6773, -1.6412], [-1.8353, 2.0797, 0.3895], [2.2211, -1.0988, 2.4017], [-0.6434, -0.7022, -0.0945]]
}

***

{
  "formula": "C4H9NO2",
  "method": "ωB97M-V with the def2-TZVPD basis set",
  "gap_ha": 0.39320,
  "charge": 0,
  "relative_energy_ev": 0.489,
  "e_tot_ev": -9879.571,
  "lumo_ev": 0.94,
  "fmax_ev_per_a": 0.4,
  "species": ["C", "C", "N", "C", "O", "O", "C", "H", "H", "H", "H", "H", "H", "H", "H", "H"],
  "positions_angstrom": [[-1.99325, 0.75845, 0.95713], [-1.77531, -0.48833, 0.09238], [-0.62659, -0.39230, -0.79341], [0.61339, -0.41267, -0.23342], [0.84427, -0.69579, 0.92588], [1.56462, -0.07900, -1.13258], [2.87107, 0.00858, -0.56857], [-2.61146, 1.50792, 0.45307], [-2.47939, 0.49612, 1.90081], [-1.02770, 1.20894, 1.20263], [-1.60707, -1.35852, 0.73043], [-2.65201, -0.70279, -0.52540], [-0.72024, 0.04274, -1.69848], [3.51376, 0.37732, -1.36805], [2.87260, 0.69916, 0.27900], [3.21332, -0.96982, -0.22140]],
  "forces_ev_per_a": [[0.0057, 0.0361, 0.0011], [-0.1336, -0.1142, 0.0766], [0.1200, 0.0938, 0.0083], [-0.1036, -0.0414, 0.2116], [-0.0499, 0.0772, -0.4004], [-0.1381, -0.0060, 0.0536], [0.2796, 0.0219, 0.0641], [0.1236, -0.0831, 0.0099], [-0.0111, 0.0288, -0.1335], [-0.1394, -0.0702, 0.0285], [-0.0283, 0.1085, -0.0468], [0.1034, 0.0244, 0.0891], [0.0507, -0.0601, 0.1359], [-0.0709, -0.0569, 0.1138], [0.0444, -0.0833, -0.1399], [-0.0527, 0.1247, -0.0717]]
}

***

{
  "formula": "C3H10O2S2",
  "method": "ωB97M-V with the def2-TZVPD basis set",
  "gap_ha": 0.35352,
  "charge": 0,
  "relative_energy_ev": 1.253,
  "e_tot_ev": -29037.278,
  "lumo_ev": 0.29,
  "fmax_ev_per_a": 5.1,
  "species": ["C", "C", "O", "C", "S", "S", "H", "H", "H", "H", "H", "H", "H", "H", "H", "H", "O"],
  "positions_angstrom": [[-0.62535, -1.06850, -1.10545], [0.29212, -0.41895, -2.19776], [1.40082, 0.27766, -1.62574], [-1.34911, 0.05234, -0.39332], [-1.28258, -0.17515, 1.41224], [0.55910, -0.79293, 1.97345], [-0.05257, -1.70906, -0.48930], [-1.48898, -1.67534, -1.54752], [0.68745, -1.22750, -2.81852], [-0.21818, 0.35548, -2.90306], [2.12386, -0.47502, -1.31821], [-2.36986, 0.13370, -0.70676], [-0.97886, 1.03566, -0.74482], [1.36055, 0.21301, 2.23640], [0.59411, 2.29867, -0.41519], [1.27365, 1.92372, -1.70450], [1.19150, 2.62566, -1.07181]],
  "forces_ev_per_a": [[-1.9048, 1.0553, -2.7974], [-0.5695, -0.3455, -0.9151], [2.5423, -4.2698, 1.0016], [1.4645, 0.7959, 0.3170], [-0.8048, 0.9270, 0.4014], [-0.0539, -1.7279, -0.3102], [0.6417, -0.4926, 0.7124], [1.6092, 0.3677, 0.0977], [-0.1609, 0.1143, -0.2948], [0.5236, -1.4392, 1.4166], [-2.7894, 3.0573, -1.0907], [-0.9140, -0.4408, 0.4032], [0.2736, -0.3983, 0.6891], [0.0358, 1.3170, -0.0674], [-0.3419, -0.2922, 0.5425], [0.2803, -0.4472, -0.1568], [0.1683, 2.2190, 0.0509]]
}

***

{
  "formula": "C3H6O",
  "method": "ωB97M-V with the def2-TZVPD basis set",
  "gap_ha": 0.38667,
  "charge": 0,
  "relative_energy_ev": 3.120,
  "e_tot_ev": -5252.574,
  "lumo_ev": 1.06,
  "fmax_ev_per_a": 0.7,
  "species": ["O", "C", "C", "C", "H", "H", "H", "H", "H", "H"],
  "positions_angstrom": [[-0.38838, -1.20235, 1.66869], [0.38087, -0.50606, -0.60023], [0.97702, 0.60294, -0.30547], [-0.44379, 0.72820, -0.77949], [-1.27102, -0.91283, 1.41312], [0.42088, -1.56149, -0.80483], [1.92753, 1.08784, -0.16662], [0.13085, -0.40176, 1.51325], [-0.60354, 1.03254, -1.81178], [-1.27889, 1.00120, -0.11450]],
  "forces_ev_per_a": [[-0.3814, 0.1121, 0.5756], [0.3638, 0.1943, -0.3913], [0.1828, -0.2391, -0.4818], [-0.2425, 0.2051, -0.3273], [-0.1105, -0.2044, 0.1228], [0.0116, 0.1067, 0.1324], [-0.1433, 0.1122, 0.1915], [0.1085, -0.3082, 0.1914], [-0.2150, 0.2025, 0.0427], [0.4260, -0.1812, -0.0561]]
}

***

{
  "formula": "C7H15O2",
  "method": "ωB97M-V with the def2-TZVPD basis set",
  "gap_ha": [0.28579, 0.37775],
  "charge": 0,
  "relative_energy_ev": 0.060,
  "multiplicity": 4,
  "e_tot_ev": -11592.157,
  "lumo_ev": [1.06, -0.86],
  "s2": 3.76,
  "fmax_ev_per_a": 3.2,
  "species": ["O", "O", "C", "C", "C", "C", "C", "C", "C", "H", "H", "H", "H", "H", "H", "H", "H", "H", "H", "H", "H", "H", "H", "H"],
  "positions_angstrom": [[-0.21798, 0.35500, 0.06482], [1.02130, 0.37484, 0.12274], [-0.20979, 2.34473, 4.65347], [-0.99466, 1.05121, 4.76131], [-0.96342, 0.22278, 3.44841], [-1.72800, -1.02913, 3.51834], [-1.04595, -2.25562, 3.96780], [-3.13751, -1.05324, 3.12570], [-3.34874, -1.37103, 1.63060], [-0.26442, 2.89033, 5.59656], [0.84559, 2.14836, 4.43448], [-0.61725, 2.98760, 3.86487], [-0.59247, 0.42520, 5.57007], [-2.04458, 1.26498, 5.00703], [-1.36757, 0.85034, 2.63122], [0.09176, -0.01263, 3.20865], [-1.73906, -3.11024, 3.98508], [-0.19931, -2.52061, 3.31081], [-0.61950, -2.14937, 4.98107], [-3.65470, -1.81620, 3.73598], [-3.58530, -0.06938, 3.36100], [-4.41239, -1.38858, 1.38337], [-2.85577, -0.61934, 1.00207], [-2.92108, -2.35178, 1.38671]],
  "forces_ev_per_a": [[3.2101, 0.0453, 0.1350], [-3.2141, -0.0527, -0.1375], [0.0267, 0.0800, 0.0631], [-0.1573, -0.4376, -0.2808], [0.4222, 0.6447, -0.1022], [0.3778, -0.1720, 0.1554], [0.1314, -0.6272, 0.1519], [-0.8229, 0.0173, 0.0861], [0.0772, -0.0211, 0.0569], [0.0783, 0.1006, -0.0457], [-0.1353, 0.0609, -0.0153], [0.1050, -0.0852, 0.0846], [-0.1039, 0.1487, -0.0902], [0.1947, -0.0457, 0.0184], [0.2456, -0.0709, 0.2302], [-0.2727, 0.2552, 0.0216], [0.2602, 0.1730, 0.0327], [-0.1232, 0.0147, 0.1258], [-0.0602, -0.0380, -0.1734], [-0.0549, 0.3006, -0.2640], [-0.0529, -0.3497, -0.1391], [0.0437, 0.0072, -0.0396], [-0.0937, -0.1380, 0.1017], [-0.0817, 0.1898, 0.0243]]
}

***

{
  "formula": "C3H36N2O16",
  "method": "ωB97M-V with the def2-TZVPD basis set",
  "gap_ha": 0.37436,
  "charge": 0,
  "relative_energy_ev": 1.117,
  "e_tot_ev": -39436.291,
  "lumo_ev": -0.09,
  "fmax_ev_per_a": 2.5,
  "species": ["C", "C", "O", "N", "C", "N", "O", "H", "H", "H", "H", "H", "H", "H", "H", "H", "H", "O", "H", "H", "O", "H", "H", "O", "H", "H", "O", "H", "H", "O", "H", "H", "O", "H", "H", "O", "H", "H", "O", "H", "H", "O", "H", "H", "O", "H", "H", "O", "H", "H", "O", "H", "H", "O", "H", "H", "O"],
  "positions_angstrom": [[-0.54491, -1.55525, -0.87008], [-2.00980, -1.49623, -0.58396], [-2.82856, -2.18416, -1.57022], [0.18711, -0.28338, -0.80278], [0.71481, 0.24505, -1.95480], [1.02751, 1.57761, -1.92331], [0.73767, -0.42292, -2.98965], [-0.04864, -2.37514, -0.33460], [-0.48858, -1.94781, -1.92375], [-2.29988, -1.99153, 0.34471], [-2.44248, -0.50693, -0.50283], [-2.57394, -3.10564, -1.61162], [-0.14336, 0.33667, -0.08767], [1.00659, 2.06842, -1.08587], [1.32300, 1.96715, -2.81509], [1.28947, 1.72300, 4.14122], [2.51822, 0.69388, 4.18720], [1.65649, 0.91465, 4.48481], [-2.10834, -0.33974, -2.35569], [-2.34131, 1.23261, -2.25055], [-1.93771, 0.53695, -2.74352], [0.02639, -0.24512, 5.09828], [0.42828, -0.94025, 3.73398], [-0.15834, -0.94873, 4.47753], [2.33839, -3.16434, 2.23832], [1.93814, -3.02466, 0.91725], [1.89334, -3.72838, 1.59547], [-2.58088, 2.76332, -1.46933], [-4.05029, 3.04133, -1.95706], [-3.35438, 3.35761, -1.36309], [3.38279, -0.22572, -2.77732], [4.70796, -1.09895, -2.66673], [3.94227, -0.75278, -2.24351], [-1.00654, 2.54988, 3.28507], [0.07490, 3.71066, 3.19993], [-0.07986, 2.79279, 3.24845], [2.98193, -0.92089, 1.22864], [2.12526, 0.22103, 1.86236], [2.90356, -0.31886, 1.98196], [-2.08280, 2.57401, 0.71035], [-1.60526, 1.17540, 1.08688], [-1.78400, 1.73945, 0.30347], [3.03705, -2.16473, -0.85951], [2.26048, -0.92356, -0.58147], [2.46730, -1.80138, -0.16517], [-0.28235, 1.67681, -4.07118], [0.82154, 1.57570, -5.07980], [0.42822, 2.21426, -4.50161], [-1.89308, -1.06329, 1.86606], [-1.03659, -0.39925, 3.04142], [-1.63982, -0.22418, 2.25646], [0.69619, -3.46973, -3.96888], [1.37076, -2.15891, -3.40045], [1.49043, -3.10193, -3.58941], [-2.71261, 1.36823, 3.51442], [-3.09534, 2.51020, 2.71857], [-2.64639, 2.31770, 3.57772]],
  "forces_ev_per_a": [[1.1193, -0.9034, -1.6753], [-1.8954, -1.1070, 0.6849], [0.3725, 0.9775, -0.0506], [-0.1275, -0.9429, 0.2595], [-1.7056, 0.7635, -0.3549], [0.5438, -2.1322, -1.2625], [1.1301, 0.2229, -0.0063], [-0.0170, 0.5233, 0.3970], [0.1829, 0.7709, 0.7952], [0.3925, -0.0425, 0.3237], [0.2187, 0.3069, -0.1339], [0.1773, -0.2543, 0.0406], [0.0900, 0.4325, -0.0161], [-0.0037, 1.0423, 1.3512], [-0.1977, 0.2528, 0.3659], [0.1048, 0.7316, -0.6594], [1.1352, 0.1714, -0.7109], [-1.0227, -0.5608, 1.2738], [-0.3237, 0.8244, -0.3746], [-0.5885, -0.0568, 0.7693], [0.6059, -0.6685, -1.1982], [0.8364, 0.3193, -0.3534], [1.4087, 0.3793, 0.1923], [-2.0828, -1.1399, 0.0439], [0.0894, -0.5971, 0.9215], [-0.4749, -0.8145, -0.5238], [0.2015, 1.1228, -0.0807], [-0.8254, 0.6974, 0.1734], [0.3349, 0.0310, 0.1302], [0.4339, -0.4019, -0.2034], [-0.4227, 0.5766, -1.4013], [0.5605, -0.0226, -1.0128], [-0.1467, -0.5456, 2.2013], [-0.7843, 0.5420, 0.2927], [-0.2607, 1.5331, -0.0325], [1.5932, -1.8376, -0.1830], [-0.1396, 0.0379, -0.1354], [-0.2912, 0.0834, -0.2176], [0.4668, 0.1233, 0.8590], [0.2042, -0.3342, -0.5558], [-0.1237, -0.0980, -0.2243], [-0.0217, 0.4660, 0.8190], [0.1075, -0.1776, 0.1423], [-0.0749, -1.1902, 0.7395], [0.2275, 1.1058, -1.3369], [0.5402, 0.5420, -0.3802], [0.4406, -0.5371, -0.6797], [-1.1237, -0.0774, 0.7137], [0.0413, -0.1889, 0.2531], [-1.0251, -0.1118, -0.5456], [0.6835, 0.4641, 0.6255], [-0.3332, 0.2680, -0.1155], [-0.5037, -0.0722, -0.1817], [0.8154, -0.2093, 0.3001], [0.1719, -1.0904, 0.4860], [0.2791, 0.4096, 1.0056], [-0.9935, 0.3932, -1.5540]]
}

***

{
  "formula": "C6H8N2O2S",
  "method": "ωB97M-V with the def2-TZVPD basis set",
  "gap_ha": 0.30039,
  "charge": 0,
  "relative_energy_ev": 5.056,
  "e_tot_ev": -24257.717,
  "lumo_ev": 0.49,
  "fmax_ev_per_a": 5.6,
  "species": ["C", "C", "C", "C", "C", "C", "N", "N", "O", "O", "S", "H", "H", "H", "H", "H", "H", "H", "H"],
  "positions_angstrom": [[-0.35936, 1.03041, -2.47506], [1.02448, 0.97755, -2.28963], [-1.08588, 0.12696, -1.78067], [1.59809, 0.32005, -1.21163], [-0.59633, -0.46851, -0.60712], [0.72741, -0.26738, -0.24055], [1.16962, -0.70229, 0.93704], [0.20413, -1.31922, 1.70387], [0.19374, 1.07666, 2.72896], [-1.58790, -0.71130, 3.51408], [-0.55746, -0.04350, 2.37966], [-0.84514, 1.53598, -3.29005], [1.64895, 1.48488, -2.96439], [-2.20179, -0.05736, -1.84206], [2.65928, 0.31476, -1.11247], [-1.11934, -1.23790, 0.00384], [2.11376, -0.69271, 1.12129], [-1.34253, -1.58799, 3.79382], [-1.64373, 0.22094, 1.63106]],
  "forces_ev_per_a": [[0.3610, -0.5475, -1.2409], [-0.3054, -0.1511, 1.0963], [-2.8880, -0.9416, 2.7580], [-1.5848, 0.3322, 0.0892], [0.0346, -0.7135, -0.3162], [0.8181, 0.5779, -2.9506], [-1.2173, -0.3610, -0.6152], [-1.0108, 1.0687, 3.0481], [0.5521, 2.1105, 0.9246], [1.0387, 1.7672, -1.2903], [-1.7973, -5.3385, -0.1478], [0.2724, 0.3522, -0.2591], [0.8060, 0.6199, -0.7876], [1.3737, 0.5131, -0.8104], [0.6006, -0.0253, 0.2762], [-0.0439, 0.9618, -0.8982], [2.0961, -0.2978, 1.0589], [0.7324, -0.7687, 0.0937], [0.1619, 0.8414, -0.0287]]
}

***

{
  "formula": "C3H7F2N2",
  "method": "ωB97M-V with the def2-TZVPD basis set",
  "gap_ha": 0.35432,
  "charge": 1,
  "relative_energy_ev": 5.613,
  "e_tot_ev": -11627.365,
  "lumo_ev": -5.37,
  "fmax_ev_per_a": 3.3,
  "species": ["C", "C", "C", "N", "N", "F", "F", "H", "H", "H", "H", "H", "H", "H"],
  "positions_angstrom": [[-0.66245, -0.37650, 0.44966], [0.72989, -0.85102, 0.91540], [0.16686, 1.36825, -0.99420], [-0.51559, 0.28270, -0.92786], [1.80647, 0.15723, 0.75071], [2.97612, -0.42632, 0.91115], [1.83551, 1.15535, 1.73748], [-1.28448, -1.27106, 0.19815], [-1.21393, 0.32055, 1.06070], [0.41120, -1.36654, 1.97061], [1.05955, -1.75123, 0.28626], [0.42831, 1.73991, -2.00257], [0.18633, 2.16417, -0.15716], [-0.42720, -0.35534, -1.76175]],
  "forces_ev_per_a": [[-0.0442, -0.7153, -2.5426], [-1.2339, -2.3613, 1.8761], [-1.2866, 2.3618, -0.3279], [1.8698, -0.8261, 0.5350], [-1.8364, 0.9019, -0.3424], [1.4172, -1.0896, 0.1676], [-0.8177, -0.7406, -0.0638], [0.4248, 0.6792, 0.8452], [0.1355, 0.1096, 0.4069], [1.6305, 1.5930, -1.9290], [-0.2638, 1.5117, 0.7142], [0.3391, -0.4012, 0.6562], [0.2108, -1.8572, -1.0577], [-0.5451, 0.8342, 1.0623]]
}